Record 1
{"formula": "C39H33F6NO11P4ReS2Si", "method": "wB97M-V/def2-TZVPD", "orbital_gap_ev": [6.0, 5.9], "e_above_lowest_kcal_mol": 130.15, "multiplicity": 2, "total_charge": 0, "species": ["Re", "C", "Si", "C", "C", "C", "C", "C", "C", "P", "C", "C", "C", "C", "C", "C", "C", "C", "C", "C", "C", "C", "C", "C", "C", "C", "C", "C", "P", "C", "C", "C", "C", "C", "C", "C", "C", "C", "C", "C", "C", "H", "H", "H", "H", "H", "H", "H", "H", "H", "H", "H", "H", "H", "H", "H", "H", "H", "H", "H", "H", "H", "H", "H", "H", "H", "H", "H", "H", "H", "H", "H", "O", "P", "O", "O", "O", "P", "O", "O", "O", "H", "H", "F", "C", "F", "F", "S", "O", "O", "N", "S", "O", "O", "C", "F", "F", "F"], "xyz": [[0.0880, 0.2683, 0.2609], [3.3789, 0.3375, 1.8525], [2.3005, -0.7618, 0.7816], [3.2239, -1.2406, -0.7956], [4.3967, -2.0046, -0.7995], [5.0109, -2.3506, -1.9888], [4.4853, -1.9113, -3.2037], [3.3401, -1.1384, -3.2210], [2.7016, -0.8369, -2.0175], [1.2854, 0.2803, -1.8580], [2.1145, 1.8713, -2.1998], [2.2970, 2.2930, -3.5107], [3.0092, 3.4543, -3.7826], [3.5466, 4.1943, -2.7417], [3.3657, 3.7771, -1.4291], [2.6475, 2.6246, -1.1598], [0.1671, -0.0023, -3.2148], [0.1629, -1.1994, -3.9333], [-0.6949, -1.7230, -4.8909], [-1.9623, -1.2394, -5.3349], [-2.4467, -0.0044, -5.2108], [-0.9574, 0.9469, -3.2274], [2.0807, -2.4007, 1.6726], [3.0736, -2.9763, 2.4657], [2.8213, -4.1325, 3.1887], [1.5634, -4.7188, 3.1382], [0.5641, -4.1574, 2.3589], [0.8313, -3.0080, 1.6249], [-0.3766, -2.1478, 0.5621], [-1.9846, -2.6472, 1.2641], [-2.7043, -1.7840, 2.0807], [-3.8865, -2.1994, 2.6778], [-4.3606, -3.4833, 2.4697], [-3.6413, -4.3599, 1.6672], [-2.4635, -3.9454, 1.0688], [-0.2743, -3.1327, -0.9717], [-1.4109, -3.3581, -1.7475], [-1.3626, -4.2402, -2.8136], [-0.1712, -4.8700, -3.1482], [0.9763, -4.6067, -2.4156], [0.9218, -3.7531, -1.3222], [4.3969, -0.0612, 1.8651], [2.9978, 0.3697, 2.8743], [3.4308, 1.3622, 1.4854], [4.8289, -2.3466, 0.1346], [5.9089, -2.9554, -1.9799], [4.9790, -2.1668, -4.1322], [2.9483, -0.7683, -4.1600], [1.8918, 1.7028, -4.3251], [3.1417, 3.7773, -4.8070], [4.1023, 5.0995, -2.9496], [3.7712, 4.3584, -0.6112], [2.4754, 2.3283, -0.1333], [1.0075, -1.8494, -3.7307], [-0.4140, -2.6917, -5.2790], [-2.6303, -1.9455, -5.8163], [-3.4290, 0.4024, -5.3491], [-0.6597, 1.9887, -3.1123], [4.0497, -2.5104, 2.5463], [3.5966, -4.5646, 3.8083], [1.3535, -5.6047, 3.7233], [-0.4194, -4.6066, 2.3546], [-2.3470, -0.7830, 2.2588], [-4.4320, -1.5089, 3.3080], [-5.2857, -3.8043, 2.9308], [-3.9959, -5.3691, 1.5037], [-1.9180, -4.6450, 0.4490], [-2.3422, -2.8621, -1.5042], [-2.2589, -4.4264, -3.3905], [-0.1362, -5.5610, -3.9810], [1.9127, -5.0869, -2.6693], [1.8150, -3.6078, -0.7275], [-1.5270, 0.9919, -4.6979], [-2.2741, 0.5472, -1.9782], [-3.4906, -0.0125, -2.5644], [-1.4689, -0.2814, -0.9519], [-2.5955, 1.9854, -1.3158], [-1.4691, 3.0056, -0.7525], [-1.2856, 4.0694, -1.9239], [-1.8378, 3.6473, 0.5099], [-0.2037, 2.1451, -0.7918], [-0.7222, 0.9085, -5.2343], [-1.8914, 4.8092, -1.8299], [-3.1676, 2.8228, 4.1092], [-2.7360, 3.1762, 2.9203], [-3.7447, 3.1306, 2.0861], [-2.1995, 4.3704, 2.9942], [-1.3645, 1.9305, 2.3746], [-1.8625, 0.9968, 1.3221], [-0.0023, 2.3500, 2.0694], [-1.3399, 1.1731, 3.7661], [-0.0508, 0.3149, 4.0403], [0.2885, -0.4846, 2.8670], [1.0240, 0.9747, 4.7089], [-0.7248, -0.9072, 5.2744], [0.2541, -1.2457, 6.1047], [-1.7179, -0.3788, 5.9746], [-1.1603, -2.0002, 4.6634]], "atomic_forces_ev_per_a": [[-1.7, 0.1, -1.0], [-0.1, 0.1, 0.0], [0.3, -0.3, -0.2], [0.2, 0.0, 0.0], [0.0, 0.0, 0.1], [0.0, 0.0, -0.1], [0.0, 0.0, 0.1], [0.0, 0.0, 0.0], [-0.1, 0.0, 0.1], [0.2, -0.2, -0.4], [-0.1, 0.0, 0.1], [0.0, 0.0, 0.0], [0.0, 0.0, 0.0], [0.0, 0.0, 0.0], [0.0, 0.0, 0.0], [0.0, 0.1, 0.0], [0.3, 0.2, 0.3], [-0.2, -0.2, -0.1], [0.0, -0.1, 0.0], [0.0, 0.0, 0.1], [0.1, 0.1, 0.0], [-0.1, 0.0, -0.1], [0.1, 0.1, 0.3], [0.0, 0.0, 0.0], [0.0, 0.0, 0.0], [0.0, 0.0, 0.0], [0.0, 0.0, 0.0], [-0.1, 0.2, 0.0], [0.2, -0.2, 0.3], [-0.1, 0.1, -0.1], [0.0, 0.0, 0.0], [0.0, 0.0, 0.0], [0.0, 0.0, 0.0], [0.0, 0.0, 0.0], [0.0, -0.1, 0.0], [-0.1, 0.1, 0.0], [0.0, 0.1, 0.0], [0.0, 0.0, -0.1], [0.0, 0.0, 0.0], [0.0, 0.0, 0.0], [0.1, -0.1, 0.0], [0.0, 0.0, 0.0], [0.0, 0.0, 0.0], [0.1, 0.0, 0.0], [0.0, 0.0, 0.0], [0.0, 0.0, 0.0], [0.0, 0.0, 0.0], [0.0, 0.0, 0.0], [0.0, 0.0, 0.0], [0.0, 0.0, 0.0], [0.0, 0.0, 0.0], [0.0, 0.0, 0.0], [0.0, 0.0, 0.0], [0.0, 0.0, 0.0], [0.0, 0.0, 0.0], [0.0, 0.0, 0.0], [0.0, -0.1, 0.0], [0.1, -0.1, 0.1], [0.0, 0.0, 0.0], [0.0, 0.0, 0.0], [0.0, 0.0, 0.0], [0.0, 0.0, 0.0], [-0.1, -0.1, 0.0], [0.0, 0.0, 0.0], [0.0, 0.0, 0.0], [0.0, 0.0, 0.0], [0.0, 0.0, 0.0], [0.0, 0.0, 0.0], [0.0, 0.0, 0.0], [0.0, 0.0, 0.0], [0.0, 0.0, 0.0], [0.0, 0.0, 0.0], [-0.2, 0.1, 0.1], [0.1, 0.2, -0.5], [0.1, -0.3, 0.2], [-0.2, 0.0, -0.3], [0.0, 0.3, 0.0], [0.2, -0.4, 0.1], [0.2, -0.4, -0.2], [-0.4, 0.3, -0.1], [0.2, -0.2, 0.7], [0.1, 0.0, 0.0], [-0.1, 0.2, 0.1], [-0.1, -0.1, 0.3], [0.3, -0.1, -0.6], [-0.2, 0.0, -0.1], [0.1, 0.2, 0.0], [0.8, -1.6, 0.9], [0.4, 0.6, 0.2], [-0.3, 0.7, -0.2], [-0.1, 0.2, 0.2], [-0.1, 0.1, 0.1], [0.3, 0.0, -0.2], [0.0, 0.0, 0.0], [0.0, 0.1, 0.0], [0.1, -0.1, 0.0], [-0.1, 0.1, 0.1], [-0.1, -0.1, -0.1]]}


Record 2
{"formula": "C39H33N3O3Pd", "method": "wB97M-V/def2-TZVPD", "orbital_gap_ev": 7.7, "total_charge": 0, "species": ["Pd", "O", "C", "C", "C", "C", "C", "C", "C", "C", "C", "O", "C", "C", "C", "C", "C", "C", "C", "C", "C", "C", "C", "C", "N", "C", "C", "C", "C", "C", "C", "C", "C", "C", "C", "C", "C", "H", "H", "H", "H", "H", "H", "H", "H", "H", "H", "H", "H", "H", "H", "H", "H", "H", "H", "H", "H", "H", "H", "H", "H", "H", "H", "H", "N", "C", "O", "C", "C", "C", "C", "N", "C", "H", "H", "H", "H", "H", "H"], "xyz": [[-0.4752, 0.9613, -0.7368], [-2.2638, 0.3833, -1.2001], [-3.0341, -0.2146, -0.2135], [-2.3490, -1.4911, 0.2984], [-1.0853, -1.3193, 1.0981], [-0.6052, -2.3867, 1.8542], [0.5459, -2.2227, 2.5967], [1.1922, -0.9971, 2.5969], [0.6772, 0.0345, 1.8324], [1.2901, 1.4041, 1.7944], [2.1060, 1.7111, 0.5140], [1.2375, 1.8866, -0.5647], [2.8626, 3.0470, 0.6685], [3.9314, 3.3239, -0.1801], [4.5854, 4.5454, -0.1313], [4.1836, 5.5198, 0.7745], [3.1184, 5.2600, 1.6226], [2.4624, 4.0350, 1.5659], [3.1210, 0.5880, 0.2801], [4.0095, 0.2080, 1.2875], [4.9520, -0.7875, 1.0753], [5.0338, -1.4146, -0.1647], [4.1698, -1.0266, -1.1795], [3.2204, -0.0303, -0.9563], [-0.4367, -0.1496, 1.1028], [-4.3711, -0.6356, -0.8451], [-5.3719, -1.2214, -0.0723], [-6.5770, -1.6075, -0.6399], [-6.8038, -1.4067, -1.9957], [-5.8165, -0.8137, -2.7701], [-4.6073, -0.4291, -2.1988], [-3.3225, 0.7702, 0.9375], [-3.4269, 2.1262, 0.6440], [-3.6892, 3.0540, 1.6416], [-3.8544, 2.6418, 2.9593], [-3.7567, 1.2926, 3.2637], [-3.4930, 0.3671, 2.2590], [-2.1373, -2.1135, -0.5760], [-3.0406, -2.0655, 0.9147], [-1.1454, -3.3258, 1.8520], [0.9362, -3.0441, 3.1872], [2.0888, -0.8372, 3.1798], [1.8949, 1.5578, 2.6878], [0.4698, 2.1209, 1.8059], [4.2584, 2.5727, -0.8902], [5.4153, 4.7353, -0.8010], [4.6982, 6.4713, 0.8191], [2.7909, 6.0110, 2.3317], [1.6250, 3.8697, 2.2306], [3.9827, 0.7159, 2.2478], [5.6349, -1.0642, 1.8704], [5.7729, -2.1877, -0.3394], [4.2366, -1.4957, -2.1547], [2.5476, 0.2861, -1.7429], [-5.2296, -1.3546, 0.9948], [-7.3436, -2.0564, -0.0194], [-7.7448, -1.7048, -2.4406], [-5.9866, -0.6437, -3.8269], [-3.8342, 0.0352, -2.7953], [-3.2945, 2.4452, -0.3810], [-3.7628, 4.1053, 1.3898], [-4.0567, 3.3651, 3.7397], [-3.8781, 0.9555, 4.2864], [-3.4034, -0.6785, 2.5314], [2.9234, -4.2203, -0.9292], [2.4343, -4.2199, -2.1990], [2.7020, -5.0935, -3.0003], [1.5310, -3.0784, -2.5749], [1.2501, -2.8700, -3.9161], [0.4424, -1.8058, -4.2767], [-0.0668, -0.9917, -3.2774], [0.1955, -1.1855, -1.9814], [0.9731, -2.2106, -1.6510], [3.5872, -4.9399, -0.7017], [2.8918, -3.4022, -0.3486], [1.6742, -3.5464, -4.6473], [0.2020, -1.6103, -5.3133], [-0.7356, -0.1774, -3.5198], [1.1415, -2.3293, -0.5835]], "atomic_forces_ev_per_a": [[-0.1, 0.1, 0.4], [-0.1, -0.1, -0.1], [-0.1, 0.2, 0.0], [0.1, -0.1, 0.0], [0.0, 0.0, 0.2], [-0.1, 0.1, 0.0], [0.1, -0.1, 0.1], [0.0, 0.0, 0.1], [-0.1, 0.1, 0.0], [-0.1, 0.0, 0.0], [-0.1, 0.3, -0.2], [0.4, -0.3, 0.1], [-0.1, 0.0, 0.1], [0.0, 0.0, 0.0], [0.0, 0.0, 0.0], [0.0, -0.1, 0.0], [0.0, -0.1, 0.0], [0.0, 0.0, 0.0], [0.1, 0.0, 0.0], [0.0, 0.0, 0.0], [0.0, 0.0, 0.0], [-0.1, 0.0, 0.0], [0.0, 0.0, 0.0], [0.0, -0.1, 0.0], [0.3, 0.0, -0.5], [-0.1, 0.0, 0.1], [-0.1, 0.0, 0.0], [0.0, 0.0, 0.0], [0.1, 0.0, 0.0], [0.0, 0.0, 0.1], [0.0, -0.1, 0.0], [0.0, 0.0, 0.0], [0.0, 0.0, 0.0], [0.0, 0.0, 0.0], [0.0, 0.0, -0.1], [0.0, 0.0, -0.1], [0.0, 0.0, 0.0], [0.0, 0.1, 0.0], [0.0, -0.1, 0.0], [0.0, 0.0, 0.0], [0.0, 0.0, 0.0], [0.0, 0.0, 0.0], [0.0, -0.1, 0.0], [-0.1, 0.1, 0.1], [0.0, 0.0, 0.0], [0.0, 0.0, 0.0], [0.0, 0.0, 0.0], [0.0, 0.0, 0.0], [0.0, 0.0, 0.0], [0.0, 0.0, -0.1], [0.0, 0.0, 0.0], [0.0, 0.0, 0.0], [0.0, 0.0, 0.0], [0.0, 0.0, 0.0], [0.0, 0.0, 0.0], [0.0, 0.0, 0.0], [0.0, 0.0, 0.0], [0.0, 0.0, 0.0], [0.0, 0.0, 0.0], [0.0, 0.0, 0.0], [0.0, 0.0, 0.0], [0.0, 0.0, 0.0], [0.0, 0.0, 0.0], [0.0, 0.0, 0.0], [-0.2, 0.0, -0.1], [0.0, 0.0, 0.0], [0.0, 0.0, 0.0], [0.1, -0.1, 0.1], [0.0, 0.0, -0.1], [0.0, -0.1, 0.0], [0.0, -0.3, 0.1], [-0.1, 0.2, -0.4], [0.0, 0.2, 0.3], [0.0, 0.0, 0.0], [0.1, 0.1, 0.0], [0.0, 0.0, 0.0], [0.0, 0.0, 0.0], [0.0, 0.1, 0.0], [0.0, 0.0, 0.0]]}


| no. | E_tot (eV) |
| --- | --- |
| 1 | -150132.992 |
| 2 | -55071.700 |